C12H25BF7N2O22S6Zr | ωB97M-V/def2-TZVPD

Calculated values
M (g mol⁻¹): 976.75
Strongest force on any atom (eV/A): 7.59
HOMO-LUMO gap (alpha / beta) (eV): 5.869 / 5.864
Net charge: -2
Spin multiplicity: 2
E_LUMO (alpha / beta) (eV): 2.9 / 2.9

Atoms and positions in Å:
Zr1 1.373 -0.137 -1.899
N1 0.609 1.553 -2.824
S1 -0.751 2.131 -3.349
O1 -1.008 2.040 -4.787
O2 -1.304 3.159 -2.533
F1 -1.481 0.938 -2.729
S2 1.314 3.115 -3.369
O3 1.265 4.188 -2.385
O4 1.288 3.424 -4.775
F2 2.811 2.665 -3.170
N2 1.959 -4.320 0.596
S3 0.765 -4.245 1.672
O5 0.474 -3.031 2.434
O6 0.367 -5.559 2.230
F3 -0.261 -4.169 0.466
S4 2.978 -4.110 2.084
O7 3.062 -5.171 3.046
O8 3.423 -2.741 2.434
F4 4.280 -4.631 1.278
B1 -0.008 -0.889 -0.343
H1 -0.622 -1.204 0.486
H2 -0.484 -0.156 -0.975
H3 0.951 -0.503 -0.034
H4 0.250 -1.732 -0.966
O9 2.667 -2.294 -1.488
C1 3.964 -1.796 -1.022
C2 4.013 -0.374 -0.215
O10 3.132 0.567 -0.829
H5 4.643 -1.734 -1.872
H6 4.438 -2.664 -0.563
H7 5.006 0.022 -0.004
H8 3.585 -0.566 0.769
O11 0.409 -1.413 -3.393
C3 -0.469 -2.416 -3.940
C4 -0.660 -3.714 -3.105
O12 0.420 -4.433 -2.420
H9 -0.027 -2.670 -4.904
H10 -1.426 -1.929 -4.125
H11 -1.190 -4.395 -3.771
H12 -1.512 -3.494 -2.463
C5 -2.662 3.656 1.732
C6 -1.710 3.768 0.438
O13 -0.331 4.018 0.903
C7 0.652 3.108 0.647
O14 0.558 2.119 -0.100
C8 1.980 3.540 1.291
F5 2.231 2.583 2.184
F6 2.850 3.526 0.294
F7 1.991 4.706 1.903
H13 -3.682 3.291 1.614
H14 -2.805 4.618 2.223
H15 -2.336 2.992 2.533
H16 -2.063 4.642 -0.109
H17 -1.797 2.839 -0.125
C9 -3.389 -0.141 -0.062
C10 -3.244 -1.226 -1.077
O15 -4.149 -0.822 -2.088
S5 -4.980 0.650 -1.773
O16 -6.443 0.575 -2.099
O17 -4.275 1.819 -2.319
O18 -4.629 0.449 -0.123
H18 -2.683 0.679 -0.192
H19 -3.295 -0.652 0.896
H20 -3.552 -2.203 -0.705
H21 -2.251 -1.361 -1.506
C11 -0.084 0.170 3.167
C12 1.138 -0.176 4.039
O19 1.083 0.738 5.077
S6 -0.474 1.406 5.330
O20 -0.518 2.860 4.942
O21 -1.043 1.083 6.639
O22 -1.119 0.483 4.160
H22 -0.438 -0.688 2.596
H23 0.114 1.017 2.511
H24 2.067 -0.194 3.469
H25 1.045 -1.181 4.450

Partial charges, Mulliken, in e: 0.950 0.192 0.571 -0.608 -0.464 -0.159 0.762 -0.518 -0.547 -0.272 -0.142 0.978 -0.452 -0.685 -0.292 0.993 -0.602 -0.560 -0.338 2.901 -0.596 -0.736 0.297 -0.321 -0.597 -0.473 -0.137 -0.777 0.316 0.385 0.408 -0.223 -0.835 -0.740 -0.240 -0.278 0.397 0.286 0.451 0.015 -1.168 0.506 -0.374 0.075 0.385 0.690 -0.217 -0.218 -0.275 0.362 0.362 0.203 0.355 -0.543 0.261 0.531 -0.424 0.986 -0.613 -0.447 -0.456 -0.292 0.423 0.433 -0.767 0.963 -0.202 -0.424 1.069 -0.544 -0.594 -0.417 -0.071 -0.501 0.282 0.351


C12H25BrCl3MgN2NaO9PS | ωB97M-V/def2-TZVPD

Calculated values
M (g mol⁻¹): 637.94
Strongest force on any atom (eV/A): 8.61
HOMO-LUMO gap (eV): 1.606
Net charge: +1
E_LUMO (eV): -7.3

Atoms and positions in Å:
C1 2.918 0.561 1.216
C2 1.437 1.138 0.697
O1 0.434 0.076 0.513
C3 -0.592 0.572 -0.427
C4 -0.438 0.164 -2.042
C5 -0.290 -1.450 -2.293
Cl1 -1.511 -2.112 -3.575
C6 1.209 -1.893 -2.887
C7 2.368 -1.549 -1.779
Cl2 1.554 -0.966 -4.483
C8 -1.871 0.867 -2.539
C9 -2.816 0.296 -1.327
P1 -4.556 1.079 -1.373
S1 -4.439 2.667 -2.553
N1 -2.040 0.217 -0.031
C10 -2.391 1.121 1.130
O2 -2.727 2.415 1.056
O3 -2.294 0.500 2.493
H1 3.729 1.431 1.160
H2 2.789 0.156 2.308
H3 3.328 -0.300 0.529
H4 1.046 1.839 1.569
H5 1.663 1.714 -0.301
H6 -0.621 1.746 -0.351
H7 0.339 0.907 -2.530
H8 -0.436 -1.970 -1.239
H9 1.166 -3.060 -3.072
H10 3.319 -2.193 -2.012
H11 2.705 -0.418 -1.816
H12 1.926 -1.836 -0.719
H13 -1.601 2.025 -2.481
H14 -2.250 0.630 -3.621
H15 -3.060 -0.848 -1.542
H16 -5.412 0.132 -2.096
H17 -5.117 1.411 -0.089
H18 -1.935 -0.799 0.233
O4 2.590 -0.708 4.329
C11 1.977 -0.718 5.391
N2 2.292 -1.608 6.372
C12 0.852 0.227 5.698
H19 1.817 -1.655 7.262
H20 3.048 -2.255 6.189
H21 0.056 0.086 4.960
H22 1.223 1.254 5.645
H23 0.438 0.055 6.695
Na1 -6.512 0.969 -2.802
O5 -5.527 4.474 -5.646
H24 -4.985 4.250 -4.875
H25 -5.124 3.972 -6.370
O6 4.428 -1.874 0.373
Cl3 4.688 -3.299 0.315
O7 3.720 -4.001 1.135
O8 6.025 -3.567 0.808
O9 4.580 -3.754 -1.058
Mg1 -2.512 2.496 3.770
Br1 1.388 1.388 -3.915

Partial charges, Mulliken, in e: -0.373 -0.144 -0.437 -1.533 1.044 -0.255 -0.160 -0.078 -0.644 -0.054 -1.186 0.074 0.247 -0.353 0.537 0.692 -0.582 -0.707 0.333 0.050 0.099 0.179 0.260 0.636 -0.236 0.423 0.474 0.390 0.181 0.141 0.516 0.377 0.352 -0.083 0.208 0.572 -0.632 0.539 -0.409 -0.595 0.177 0.252 0.041 0.246 0.327 0.801 -0.607 0.278 0.325 -0.744 1.746 -0.693 -0.673 -0.704 0.588 -0.223


C12H25ClDyNO2P2 | ωB97M-V/def2-TZVPD

Calculated values
M (g mol⁻¹): 475.24
ΔE to the lowest compared entry with this formula, charge and spin (eV): 1.7697
Strongest force on any atom (eV/A): 3.25
HOMO-LUMO gap (alpha / beta) (eV): 8.609 / 8.703
Net charge: +2
Spin multiplicity: 6
E_LUMO (alpha / beta) (eV): -6.4 / -6.3

Atoms and positions in Å:
Dy1 -0.388 -0.397 -0.958
P1 -1.528 2.092 -1.138
C1 0.328 2.409 -0.859
C2 0.846 1.941 0.474
N1 0.566 0.662 0.859
C3 1.001 0.173 2.066
C4 1.689 1.036 2.943
C5 1.977 2.341 2.522
C6 1.613 2.774 1.284
C7 0.674 -1.299 2.414
P2 0.174 -2.355 0.983
H1 1.807 3.757 0.890
H2 1.953 0.631 3.942
H3 2.495 3.017 3.217
H4 1.551 -1.768 2.920
H5 -0.180 -1.312 3.140
H6 0.786 1.700 -1.720
H7 0.567 3.458 -1.081
H8 1.889 -2.329 -2.712
O1 1.055 0.245 -2.244
H9 1.879 0.571 -2.647
H10 0.045 -2.324 -2.310
O2 1.127 -2.955 -2.709
H11 0.984 -3.211 -3.643
C8 1.740 -3.277 0.767
H12 1.907 -3.919 1.645
H13 1.692 -3.904 -0.134
H14 2.577 -2.572 0.673
C9 -0.830 -3.594 1.854
H15 -1.466 -4.107 1.125
H16 -0.205 -4.343 2.359
H17 -1.481 -3.112 2.590
C10 -2.180 3.082 0.260
H18 -2.005 4.149 0.035
H19 -3.256 2.842 0.340
H20 -1.663 2.782 1.189
C11 -1.796 3.075 -2.650
H21 -2.809 2.836 -3.011
H22 -1.709 4.145 -2.411
H23 -1.071 2.786 -3.426
Cl1 -1.640 -2.363 -2.488
C12 -2.529 -1.139 -1.511
H24 -3.182 -0.564 -2.176
H25 -3.007 -1.657 -0.662

Partial charges, Mulliken, in e: 0.167 0.686 -1.368 0.982 0.271 0.420 -0.691 -0.436 -0.986 -1.018 0.898 0.515 0.440 0.423 0.509 0.417 0.139 0.676 0.406 -0.809 0.296 0.403 -0.496 0.427 -1.402 0.476 0.401 0.380 -1.252 0.375 0.387 0.425 -1.141 0.382 0.389 0.345 -1.161 0.402 0.406 0.360 -0.180 -0.692 0.467 0.360


C12H25N5O3 | ωB97M-V/def2-TZVPD

Calculated values
M (g mol⁻¹): 287.36
ΔE to the lowest compared entry with this formula, charge and spin (eV): 4.0272
Strongest force on any atom (eV/A): 7.01
HOMO-LUMO gap (eV): 9.409
E_LUMO (eV): 0.3

Atoms and positions in Å:
C1 1.821 -1.993 0.298
C2 0.469 -2.396 -0.349
C3 2.167 -0.412 0.130
C4 2.277 -0.089 -1.415
C5 2.371 1.420 -1.491
C6 1.185 3.004 0.153
C7 -1.123 -0.430 0.508
C8 -0.794 -0.677 1.954
C9 -2.662 -0.251 0.361
C10 -3.117 0.655 -0.706
C11 -4.602 0.849 -0.675
C12 -2.850 0.252 -2.209
H1 2.918 -3.775 0.223
H2 2.450 -3.040 -1.224
H3 1.636 -2.171 1.322
H4 3.138 -0.486 0.640
H5 1.452 0.118 0.614
H6 3.408 -0.292 -1.841
H7 1.441 -0.498 -2.142
H8 2.485 1.592 -2.637
H9 3.165 1.903 -0.948
H10 0.323 1.631 -1.061
H11 0.325 3.155 1.894
H12 2.568 4.270 -0.406
H13 2.354 4.061 1.470
H14 -1.316 -1.859 -0.963
H15 -0.526 0.544 0.395
H16 -3.172 -1.275 0.244
H17 -3.056 0.129 1.385
H18 -2.640 1.662 -0.632
H19 -5.026 1.364 -1.506
H20 -4.888 1.357 0.365
H21 -4.907 -0.262 -0.511
H22 -1.882 -0.315 -2.258
H23 -2.973 1.042 -2.918
H24 -3.468 -0.653 -2.452
H25 -0.355 1.184 2.229
N1 2.837 -2.838 -0.210
N2 1.193 2.227 -0.998
N3 0.196 2.672 1.009
N4 2.253 3.707 0.382
N5 -0.616 -1.447 -0.375
O1 0.424 -3.416 -1.015
O2 -0.678 -1.842 2.343
O3 -0.414 0.355 2.761

Partial charges, Mulliken, in e: -0.552 0.089 -0.818 -0.195 -1.022 0.505 1.900 -0.239 -1.513 1.046 -1.402 -1.324 0.307 0.399 0.819 0.388 0.641 0.216 0.245 0.197 0.568 0.170 0.164 0.276 0.268 0.332 -1.290 0.484 0.311 0.113 0.424 0.299 0.306 0.231 0.422 0.372 0.408 -0.662 -0.233 -0.616 -0.456 0.203 -0.687 -0.594 -0.503


C12H26AgF5O2P2 | ωB97M-V/def2-TZVPD

Calculated values
M (g mol⁻¹): 467.14
Strongest force on any atom (eV/A): 6.10
HOMO-LUMO gap (alpha / beta) (eV): 7.317 / 6.297
Net charge: +1
Spin multiplicity: 2
E_LUMO (alpha / beta) (eV): -5.3 / -6.5

Atoms and positions in Å:
C1 -4.805 0.882 -2.271
C2 -3.946 -0.486 -2.601
C3 -2.945 -0.325 -3.926
C4 -1.661 0.669 -3.551
C5 -0.212 -0.138 -3.535
C6 0.180 -0.359 -1.954
C7 1.774 -0.598 -1.661
C8 2.114 -1.776 -0.572
C9 2.624 -1.199 0.905
C10 1.609 -1.631 2.147
P1 1.438 -0.234 3.491
O1 -0.061 -0.984 4.016
P2 1.415 1.179 5.208
O2 0.065 1.040 6.020
C11 0.446 0.918 2.375
F1 -0.790 1.296 3.167
F2 -0.135 0.287 1.133
C12 1.109 2.323 1.920
F3 2.569 2.394 1.783
F4 0.687 3.518 2.742
F5 0.561 2.631 0.543
H1 -4.737 1.099 -1.101
H2 -5.949 0.695 -2.555
H3 -4.371 1.823 -2.816
H4 -4.691 -1.384 -2.690
H5 -3.273 -0.700 -1.639
H6 -2.528 -1.395 -4.160
H7 -3.534 0.159 -4.844
H8 -1.595 1.589 -4.304
H9 -1.934 1.144 -2.495
H10 -0.348 -1.220 -4.000
H11 0.628 0.495 -4.092
H12 -0.114 0.657 -1.400
H13 -0.398 -1.267 -1.444
H14 2.284 -0.842 -2.711
H15 2.223 0.461 -1.345
H16 2.980 -2.434 -1.063
H17 1.170 -2.442 -0.382
H18 2.685 -0.025 0.840
H19 3.747 -1.560 1.093
H20 0.581 -2.062 1.796
H21 2.168 -2.551 2.667
H22 2.134 -1.138 4.390
H23 2.734 0.222 3.051
H24 0.004 -2.000 3.946
H25 1.766 2.522 4.828
H26 2.487 0.735 6.110
Ag1 3.848 0.014 -1.061

Partial charges, Mulliken, in e: -0.873 -0.322 -0.608 -0.409 -0.710 -0.533 -0.117 -0.880 -0.030 -1.403 -0.048 -0.670 0.367 -0.354 0.234 -0.269 -0.181 0.539 -0.238 -0.219 -0.246 0.235 0.282 0.259 0.364 0.035 0.286 0.269 0.343 0.218 0.283 0.364 0.069 0.136 0.688 0.395 0.184 0.436 0.215 0.555 0.462 0.370 0.214 0.339 0.375 0.143 0.184 0.266


C12H26B3FO7 | ωB97M-V/def2-TZVPD

Calculated values
M (g mol⁻¹): 333.77
Strongest force on any atom (eV/A): 2.50
HOMO-LUMO gap (eV): 10.121
E_LUMO (eV): 0.4

Atoms and positions in Å:
C1 -1.865 -0.972 3.535
C2 -1.697 0.387 2.737
B1 -3.128 1.099 2.768
O1 -3.215 2.474 3.181
B2 -3.787 2.385 4.479
O2 -5.023 1.682 4.547
B3 -5.337 1.055 3.326
C3 -6.862 0.993 2.797
C4 -7.642 -0.254 3.342
F1 -7.516 2.160 3.176
O3 -4.360 0.474 2.468
H1 -1.028 -1.648 3.307
H2 -2.793 -1.458 3.174
H3 -2.007 -0.787 4.611
H4 -1.004 1.013 3.327
H5 -1.334 0.221 1.710
H6 -3.247 2.818 5.439
H7 -6.840 0.884 1.696
H8 -6.976 -0.995 3.809
H9 -8.356 0.108 4.102
H10 -8.220 -0.696 2.515
O4 1.782 1.259 1.856
C5 2.015 1.149 0.682
O5 1.310 1.884 -0.197
C6 1.649 1.988 -1.582
C7 1.032 0.864 -2.386
C8 3.007 0.146 0.162
H11 2.730 2.051 -1.717
H12 1.238 2.941 -1.916
H13 1.413 -0.108 -2.071
H14 1.245 0.990 -3.449
H15 -0.050 0.846 -2.243
H16 2.507 -0.810 0.023
H17 3.796 0.027 0.902
H18 3.490 0.444 -0.758
O6 4.518 -1.497 -1.333
C9 4.741 -1.601 -2.509
O7 4.035 -0.856 -3.375
C10 4.356 -0.738 -4.766
C11 3.719 -1.849 -5.574
C12 5.725 -2.609 -3.034
H19 5.435 -0.679 -4.914
H20 3.948 0.221 -5.083
H21 4.096 -2.828 -5.276
H22 3.918 -1.711 -6.637
H23 2.640 -1.861 -5.417
H24 5.218 -3.564 -3.174
H25 6.516 -2.733 -2.297
H26 6.209 -2.310 -3.962

Partial charges, Mulliken, in e: -1.073 -0.154 0.523 -0.460 0.566 -0.521 0.437 0.487 -1.166 -0.341 -0.637 0.345 0.259 0.305 0.213 0.223 -0.101 0.151 0.284 0.346 0.305 -0.592 0.669 -0.390 -0.442 -0.897 -0.762 0.378 0.349 0.205 0.337 0.326 0.260 0.390 0.193 -0.516 0.882 -0.330 -0.446 -1.001 -1.243 0.357 0.342 0.278 0.381 0.296 0.288 0.339 0.360


C12H26B3O10P | ωB97M-V/def2-TZVPD

Calculated values
M (g mol⁻¹): 393.74
Strongest force on any atom (eV/A): 1.22
HOMO-LUMO gap (eV): 10.236
E_LUMO (eV): 0.3

Atoms and positions in Å:
C1 4.247 -2.008 3.469
B1 3.699 -0.981 2.433
O1 3.639 -1.330 1.088
B2 2.615 -0.687 0.400
C2 1.532 -1.466 -0.392
C3 0.492 -2.141 0.507
C4 -0.435 -1.161 1.226
C5 -1.654 -1.893 1.743
O2 -2.473 -0.944 2.463
C6 -3.599 -1.517 2.929
O3 -4.700 -1.151 2.645
O4 2.592 0.710 0.573
B3 2.487 0.977 1.918
P1 1.140 2.266 2.493
O5 0.439 1.861 3.716
O6 0.115 2.397 1.277
O7 1.843 3.715 2.626
O8 3.270 0.296 2.814
H1 3.763 -1.923 4.440
H2 5.329 -1.921 3.573
H3 4.038 -3.007 3.084
H4 1.068 -0.837 -1.152
H5 2.055 -2.266 -0.927
H6 -0.142 -2.764 -0.124
H7 0.982 -2.797 1.232
H8 0.041 -0.701 2.098
H9 -0.749 -0.378 0.534
H10 -2.227 -2.340 0.932
H11 -1.316 -2.650 2.459
H12 -3.404 -2.341 3.632
H13 0.546 2.591 0.430
H14 2.676 3.729 2.137
C7 0.612 4.225 -3.513
C8 0.190 3.328 -2.378
O9 1.001 2.699 -1.733
C9 -1.287 3.248 -2.082
H15 1.694 4.193 -3.620
H16 0.149 3.895 -4.444
H17 0.301 5.251 -3.311
H18 -1.823 2.880 -2.959
H19 -1.672 4.236 -1.826
H20 -1.459 2.572 -1.245
C10 -1.718 -0.846 -3.564
C11 -2.145 -1.877 -2.548
O10 -1.339 -2.432 -1.836
C12 -3.620 -2.179 -2.460
H21 -0.638 -0.720 -3.524
H22 -2.006 -1.166 -4.566
H23 -2.200 0.109 -3.348
H24 -3.983 -2.551 -3.419
H25 -4.172 -1.274 -2.203
H26 -3.794 -2.931 -1.696

Partial charges, Mulliken, in e: -0.880 0.433 -0.531 0.332 -0.484 -0.908 0.251 -0.979 -0.198 0.105 -0.479 0.018 0.233 0.831 -0.677 -0.340 -0.569 -0.394 0.286 0.313 0.270 0.165 0.269 0.611 0.373 0.195 0.048 0.360 0.387 0.352 0.299 0.344 -1.258 0.940 -0.533 -1.051 0.301 0.354 0.355 0.325 0.372 0.190 -1.043 0.874 -0.514 -1.275 0.270 0.402 0.198 0.401 0.342 0.316


C12H26BClIO2 | ωB97M-V/def2-TZVPD

Calculated values
M (g mol⁻¹): 375.51
Strongest force on any atom (eV/A): 3.11
HOMO-LUMO gap (eV): 7.745
Net charge: -1
E_LUMO (eV): 2.8

Atoms and positions in Å:
C1 -0.894 3.042 2.518
C2 -1.460 3.725 1.100
O1 -0.440 3.426 0.084
B1 -0.940 3.599 -1.292
Cl1 0.528 4.283 -2.279
I1 -2.559 5.055 -1.537
C3 -1.369 2.206 -2.061
C4 -2.429 1.261 -1.243
C5 -1.762 0.432 0.012
C6 -2.326 -1.109 0.178
C7 -1.404 -2.235 -0.621
C8 -0.376 -3.052 0.412
C9 1.142 -2.456 0.207
C10 2.325 -3.432 0.854
C11 3.842 -2.901 0.429
O2 3.867 -1.436 0.564
C12 3.993 -0.755 -0.734
H1 0.223 2.685 2.420
H2 -0.925 3.857 3.386
H3 -1.607 2.156 2.794
H4 -2.505 3.212 0.916
H5 -1.555 4.887 1.357
H6 -1.922 2.545 -3.064
H7 -0.399 1.632 -2.430
H8 -2.829 0.433 -2.004
H9 -3.398 1.872 -0.928
H10 -0.573 0.444 -0.033
H11 -2.097 1.007 1.003
H12 -2.207 -1.374 1.335
H13 -3.484 -1.217 -0.046
H14 -0.792 -1.680 -1.452
H15 -2.155 -3.032 -1.064
H16 -0.374 -4.194 0.066
H17 -0.757 -3.052 1.523
H18 1.203 -1.412 0.764
H19 1.326 -2.309 -0.962
H20 2.208 -3.435 2.038
H21 2.162 -4.537 0.499
H22 4.605 -3.344 1.213
H23 4.085 -3.300 -0.644
H24 3.661 -1.387 -1.662
H25 3.281 0.203 -0.700
H26 5.086 -0.313 -0.914

Partial charges, Mulliken, in e: -0.901 -0.236 -0.437 0.391 -0.426 -0.264 -0.727 -0.423 0.346 -0.725 -0.458 -0.589 -0.283 -0.573 -0.435 -0.332 -0.542 0.184 0.284 0.247 0.161 0.285 0.180 0.182 0.287 0.167 0.022 -0.272 0.276 0.320 0.237 0.347 0.269 0.306 0.147 0.194 0.267 0.299 0.269 0.285 0.272 0.168 0.230


Q: Look up the strongest force on any atom of the fourth one.
A: 7.01 eV/A


Q: Among the records above, which one has the highest M?
A: C12H25BF7N2O22S6Zr


Q: The lowest M belongs to which entry?
A: C12H25N5O3